# 1
21
Properties=species:S:1:pos:R:3:forces:R:3 method="wB97M-V/def2-TZVPD" de_lowest_kcal_mol=109.3 spin_multiplicity=1 fmax_ev_per_a=5.1 homo_energy_ev=-11.626 total_charge=+1 homo_lumo_gap_ev=7.7
C 2.9366 -0.9962 -1.3973 -1.52 1.39 1.07
C 1.7372 -1.6593 -1.5628 -0.16 2.16 2.46
C 2.9632 0.2150 -0.6909 0.20 0.07 -0.27
C -2.6702 1.1373 1.4370 2.89 4.18 0.02
C -1.5854 2.1385 1.2461 -2.28 1.03 0.04
C 0.6721 -1.0982 -0.8688 0.78 1.40 -1.35
C 1.8547 0.7979 -0.1430 -0.57 -2.09 -0.62
C -2.5305 -0.0328 1.0452 1.36 -1.90 -0.86
N -0.5473 1.8052 0.6189 2.65 -1.05 -1.33
N -0.5413 0.5739 0.1146 -1.53 0.57 0.86
N 0.6874 0.1229 -0.3008 1.10 0.45 0.68
N -2.7933 -1.1835 0.6863 -2.26 -3.78 -2.09
H 3.8215 -1.4090 -1.6971 2.13 -0.88 -1.11
H 1.6321 -2.5685 -2.0410 -0.18 -1.63 -0.94
H 3.8485 0.7975 -0.5441 0.70 -0.23 -0.07
H -3.3534 1.4266 2.1246 -2.55 0.51 1.83
H -1.7636 3.2127 1.4659 0.22 -1.09 0.16
H -0.3254 -1.3063 -0.9708 -2.17 -1.67 -0.35
H 1.8743 1.6079 0.5121 -0.17 1.42 0.51
H -3.4811 -1.5210 0.0010 -0.19 1.59 -0.19
H -2.4359 -2.0607 0.9648 1.54 -0.46 1.53

---

# 2
22
Properties=species:S:1:pos:R:3:forces:R:3 method="wB97M-V/def2-TZVPD" de_lowest_kcal_mol=149.6 smiles=Cc1nc2ncnn2c2c1CCN2 spin_multiplicity=1 fmax_ev_per_a=7.3 homo_energy_ev=-8.827 total_charge=0 homo_lumo_gap_ev=9.3
C 0.7673 -2.6801 1.1901 -1.65 2.12 2.80
C 0.8026 -1.3205 0.3481 -1.98 -1.94 0.53
N 1.9383 -0.7677 0.5040 -0.53 4.15 -3.54
C 1.9338 0.5574 -0.2434 0.66 -0.56 2.92
N 2.8631 1.4302 -0.0300 4.76 -2.77 1.46
C 2.5460 2.6049 -0.4257 -3.90 -0.67 -0.80
N 1.2281 2.6396 -0.8524 1.10 -1.03 0.08
N 0.9228 1.2956 -0.7065 -3.17 -2.04 -1.57
C -0.3549 0.5296 -0.9007 2.87 6.50 1.54
C -0.4412 -0.6921 -0.4104 4.93 -0.82 1.00
C -1.8307 -0.8886 -0.3549 -4.63 -2.54 1.86
C -2.5312 0.5894 -0.0880 -0.45 -1.87 -1.69
N -1.4839 1.3866 -0.9525 -0.45 -2.01 1.29
H 0.6037 -3.5784 0.4869 0.64 1.17 1.71
H 1.6215 -2.5782 2.1411 -1.79 -0.86 -3.70
H -0.1474 -2.5123 1.9675 1.40 -0.91 -2.19
H 3.3119 3.2943 -0.2819 0.23 2.16 -0.36
H -2.0474 -1.7235 0.4488 -0.24 1.71 -1.54
H -2.2233 -1.2304 -1.3591 0.16 0.12 1.15
H -2.7537 0.8002 1.1056 0.81 0.04 -3.32
H -3.4660 0.4660 -0.8050 1.41 0.92 2.31
H -1.2596 2.3780 -0.7816 -0.19 -0.85 0.05

---

# 3
25
Properties=species:S:1:pos:R:3:forces:R:3 method="wB97M-V/def2-TZVPD" smiles="C[C@H](C(=O)O)n1c(-c2ccn[nH]2)n[nH]c1=S" spin_multiplicity=1 fmax_ev_per_a=18.3 homo_energy_ev=-8.338 total_charge=0 homo_lumo_gap_ev=7.8
C 0.9903 1.3446 1.7991 2.49 1.27 -3.32
C 1.3364 0.8356 0.1181 -0.81 9.90 4.07
C 0.5250 1.8705 -0.8332 0.43 8.11 16.40
O 0.0950 3.0966 -0.3840 2.24 -6.56 -3.20
O 0.4047 1.3633 -1.8543 0.59 -7.18 -9.00
N 1.1357 -0.4762 0.0261 1.56 -2.57 -0.57
C -0.0028 -1.3186 -0.0169 7.07 0.69 -2.72
C -1.2767 -1.0058 -0.2108 -6.49 6.95 3.30
C -1.9809 0.4379 0.1737 -1.47 -8.87 -3.50
C -3.3582 -0.0412 -0.0637 3.41 0.94 2.56
N -3.5419 -1.3466 -0.0656 1.84 -1.34 -1.82
N -2.2078 -1.9461 -0.2342 -4.34 11.30 1.82
N 0.4207 -2.3984 -0.5710 -0.70 -2.93 1.04
N 1.7368 -2.3931 -0.5624 0.00 3.23 0.71
C 2.3385 -1.2337 -0.2274 -3.02 1.27 0.28
S 3.8103 -0.5282 -0.1296 0.95 -1.29 -0.22
H 1.8389 0.9264 2.3872 -0.94 0.08 -0.25
H 1.0656 2.5148 1.8025 -0.60 -2.44 0.11
H 0.0231 0.8989 1.9462 -0.28 0.16 0.68
H 2.3826 1.4042 -0.1186 -1.94 -2.72 0.71
H -0.0781 1.8845 -2.3833 -3.17 3.21 -4.21
H -1.6578 1.3806 0.4442 1.01 1.63 0.10
H -4.1102 0.6988 0.1248 -1.00 -0.44 -0.24
H -2.0962 -2.8090 -0.4020 0.74 -8.10 -1.41
H 2.2070 -3.1599 -0.7649 2.43 -4.32 -1.31

---

# 4
19
Properties=species:S:1:pos:R:3:forces:R:3 method="wB97M-V/def2-TZVPD" de_lowest_kcal_mol=76.4 smiles=CO[C@@H]1Nc2ccccc21 spin_multiplicity=1 fmax_ev_per_a=3.9 homo_energy_ev=-8.417 total_charge=0 homo_lumo_gap_ev=9.3
C 2.0773 0.9162 -1.0950 1.32 1.41 1.06
O 2.1312 0.0737 0.0228 -0.83 -0.43 2.06
C 0.8847 -0.3767 0.6033 1.50 -0.20 -2.73
N 0.2844 -1.4642 -0.2225 0.75 -3.09 0.19
C -0.9959 -0.8986 -0.1050 0.40 0.89 -0.14
C -2.2691 -1.0295 -0.6252 0.02 0.54 -1.50
C -3.0650 0.1711 -0.5626 -1.10 -0.26 0.31
C -2.5547 1.3627 -0.0367 2.18 -2.96 -0.69
C -1.2105 1.3973 0.3522 0.55 -0.87 1.53
C -0.4454 0.2505 0.4740 -3.16 2.08 -0.94
H 1.2012 0.6954 -1.5945 -1.91 0.00 -1.51
H 2.9282 0.7022 -1.7460 -0.04 -0.06 0.19
H 2.1369 2.0098 -0.7872 -0.23 -1.18 -0.39
H 1.0717 -0.7041 1.5779 0.75 -0.37 1.50
H 0.4257 -2.4382 0.1211 -0.06 0.91 -0.50
H -2.4264 -1.8001 -1.4409 -0.40 0.63 1.59
H -4.1549 0.1805 -0.8637 1.51 -0.25 -0.06
H -2.8953 2.3243 -0.1302 -2.06 1.79 -0.13
H -0.8846 2.3084 0.7533 0.80 1.41 0.15

---

# 5
19
Properties=species:S:1:pos:R:3:forces:R:3 method="wB97M-V/def2-TZVPD" de_lowest_kcal_mol=110.4 spin_multiplicity=1 fmax_ev_per_a=4.7 homo_energy_ev=-8.957 total_charge=0 homo_lumo_gap_ev=9.7
C 2.7420 0.3117 0.0011 1.22 0.51 1.12
C 1.8460 1.2225 0.5714 0.21 1.36 0.84
C 2.3210 -0.9669 -0.3413 0.06 0.61 -1.05
C 0.5296 0.8814 0.7662 2.16 -2.70 -3.16
C 0.9504 -1.1583 -0.4930 -1.07 -1.39 -0.41
C 0.0780 -0.2093 0.0604 -0.61 -2.66 -0.43
C -2.7445 1.0828 -0.6615 -0.14 -2.04 -1.55
C -1.4084 -0.6272 0.1147 1.50 1.05 -3.55
N -2.0816 0.5785 0.2649 -0.65 -0.27 0.94
O -1.5908 -1.5837 1.0188 -1.32 -0.75 1.85
H 3.8485 0.4701 -0.0474 -1.20 0.33 0.10
H 1.9674 2.2631 0.9591 1.28 -1.02 -0.50
H 3.1474 -1.6246 -0.6212 -0.80 -0.32 -0.16
H -0.1163 1.4258 1.2803 -2.55 2.62 2.10
H 0.4205 -2.0686 -0.9986 1.44 1.63 1.04
H -3.0319 2.0959 -0.5155 -0.74 0.70 -0.44
H -2.9293 0.3632 -1.5773 0.17 1.78 1.14
H -1.7667 -1.1850 -1.5308 0.57 0.91 3.14
H -2.1812 -1.2713 1.7498 0.48 -0.34 -1.01

---

# 6
20
Properties=species:S:1:pos:R:3:forces:R:3 method="wB97M-V/def2-TZVPD" de_lowest_kcal_mol=166.9 spin_multiplicity=1 fmax_ev_per_a=19.1 homo_energy_ev=-8.815 total_charge=0 homo_lumo_gap_ev=9.4
C -1.0232 2.4325 0.2706 -3.93 -9.30 4.66
C -0.2193 0.2452 0.1369 -2.64 -1.76 -1.54
C -1.6124 -0.2135 0.0914 7.23 -2.94 -1.20
C -1.7757 -1.5730 -0.0983 -9.53 4.29 0.36
C -0.8458 -2.4258 -0.0598 10.25 12.14 2.55
C 0.5074 -2.0563 -0.0050 1.58 -0.09 0.07
C 0.8736 -0.6698 -0.0246 -3.70 -1.15 1.05
C 2.2540 -0.2741 0.1141 1.22 -0.44 -0.25
H -0.7236 3.2594 0.1626 5.61 11.93 0.84
H -1.7444 2.2546 1.0949 1.21 0.17 0.36
H -1.6689 2.6617 -0.4290 -3.88 -1.32 -5.26
H -2.3622 0.2695 0.4524 -4.50 3.70 1.43
H -3.1021 -1.9612 -0.1984 4.44 1.06 0.34
H -1.0935 -3.2008 -0.2368 -4.66 -18.18 -3.38
H 1.3094 -2.9118 0.0378 -1.49 2.13 -0.20
H 3.6827 1.1386 -0.6089 -1.79 -1.04 0.64
H 1.8396 1.6500 -0.9735 3.62 -3.86 2.06
N 2.6844 0.8090 -0.5206 -2.06 6.22 -3.39
O 0.0016 1.5641 0.0967 1.87 -0.54 -0.04
O 3.0184 -0.9984 0.6977 1.15 -1.01 0.91

---

# 7
20
Properties=species:S:1:pos:R:3:forces:R:3 method="wB97M-V/def2-TZVPD" de_lowest_kcal_mol=139.6 spin_multiplicity=3 fmax_ev_per_a=8.6 homo_energy_ev="-5.794 / -9.480" total_charge=0 homo_lumo_gap_ev="6.6 / 6.9"
C 0.7914 1.1750 0.5749 -1.64 0.54 1.17
C -0.0547 -1.1703 1.0248 1.17 -2.10 -1.22
C 1.4020 0.9245 -0.5751 1.34 -1.06 0.03
C 0.6991 -1.5758 -0.0124 1.54 1.92 -2.53
C -1.6579 0.6953 1.3741 5.19 1.52 -6.73
C -0.1216 0.2544 1.4092 1.06 -0.48 -0.09
C 1.5606 -0.4266 -1.1991 -4.41 -2.71 4.83
C -2.1408 0.8060 -0.0962 -0.55 -0.38 -0.17
N 1.4935 -0.6321 -2.5639 -3.55 -0.60 -4.33
O -2.2822 0.5941 2.3769 -3.71 -0.88 5.40
O 2.6071 -1.0082 -1.8708 3.59 -0.26 2.07
H 0.8328 2.1877 1.0523 0.08 -0.85 -0.84
H -0.4696 -2.0405 1.6144 0.15 1.55 -0.23
H 2.0283 1.6632 -0.9950 0.47 1.02 -0.52
H 0.9418 -2.6194 -0.2399 -0.33 0.32 0.02
H 0.3380 0.2564 2.4050 -0.76 0.56 0.28
H -3.2038 0.5910 0.0164 -0.20 0.18 -0.44
H -1.7338 -0.0141 -0.8073 -0.22 1.40 1.26
H -2.0307 1.8557 -0.5232 0.11 -1.39 0.48
H 1.0005 -1.5164 -2.9651 0.69 1.69 1.56

---

# 8
21
Properties=species:S:1:pos:R:3:forces:R:3 method="wB97M-V/def2-TZVPD" de_lowest_kcal_mol=170.2 smiles="C#C[N+](=O)[O-].Cc1ccc(C)o1" spin_multiplicity=1 fmax_ev_per_a=3.6 homo_energy_ev=-8.036 total_charge=0 homo_lumo_gap_ev=7.5
C 1.7835 -1.1932 -1.9364 1.71 3.07 0.55
C 1.3136 -2.2557 -2.1290 -0.10 -0.77 -0.39
N 0.3992 -3.2946 -2.1068 -0.43 1.51 -0.04
O 0.4712 -4.0373 -1.1879 0.46 -2.11 1.73
O -0.5061 -3.2101 -2.8841 -1.00 -0.30 -1.50
H 2.2661 -0.2150 -1.7430 -0.65 -1.35 -0.34
C -0.8141 3.4433 0.8610 2.14 -1.16 -0.82
C -0.7587 1.9557 0.5674 -0.70 -0.70 0.09
C -1.4204 1.0972 -0.3165 1.63 1.93 1.44
C -0.8905 -0.1872 -0.0797 0.95 -1.39 2.03
C -0.0290 -0.0995 1.0216 -1.84 -0.14 -2.10
C 0.7788 -1.1450 1.7372 0.17 1.04 -0.72
O 0.0344 1.2012 1.4034 0.28 0.30 -0.20
H -0.6139 3.7336 1.8645 -0.47 -0.23 1.08
H -1.6275 3.9023 0.4327 -2.68 0.62 -0.33
H -0.0790 4.0469 0.3350 0.96 -0.50 -0.38
H -2.1187 1.4869 -1.0094 -0.54 -0.16 -0.69
H -1.1449 -1.1874 -0.4372 -0.16 0.65 -0.37
H 0.1904 -2.0323 2.0436 0.34 0.72 0.05
H 1.2084 -0.5427 2.5561 0.18 -1.03 0.05
H 1.5573 -1.4671 1.0074 -0.24 0.01 0.86

---

# 9
22
Properties=species:S:1:pos:R:3:forces:R:3 method="wB97M-V/def2-TZVPD" de_lowest_kcal_mol=52.0 smiles="COC(=O)O/[N+]([O-])=C1/C=CC=CC1" spin_multiplicity=1 fmax_ev_per_a=1.2 homo_energy_ev="-7.989 / -7.988" total_charge=0 homo_lumo_gap_ev="7.8 / 7.8"
C -2.6844 3.5326 -1.0636 -0.03 0.34 0.21
O -1.9635 2.3501 -1.3982 0.05 -0.41 -0.35
C -0.9644 2.0367 -0.5855 0.59 0.00 0.31
O -0.5866 2.6565 0.3588 0.12 0.23 0.40
O -0.4557 0.8580 -1.0067 0.20 -0.95 -0.52
N 0.9513 0.5117 -0.5920 -0.41 0.52 0.24
O 1.8031 1.3210 -0.9005 0.21 0.23 -0.19
C 1.0380 -0.6631 -0.0396 -1.14 0.15 -0.02
C 2.3249 -1.1909 0.2867 0.81 -0.31 0.15
C 2.4431 -2.3782 0.9156 0.14 0.78 -0.40
C 1.2815 -3.1381 1.2953 -0.66 -0.25 0.09
C 0.0515 -2.7105 1.0004 0.26 -0.12 0.08
C -0.2081 -1.4404 0.2616 -0.25 0.07 -0.05
H -3.1419 3.8803 -1.9863 0.01 -0.05 0.05
H -2.0074 4.2859 -0.6580 -0.10 -0.06 -0.08
H -3.4512 3.3002 -0.3234 0.03 0.02 -0.03
H 3.1828 -0.5999 0.0066 0.10 0.00 0.01
H 3.4157 -2.7792 1.1522 0.16 0.07 -0.02
H 1.4330 -4.0660 1.8241 -0.07 -0.12 0.07
H -0.8240 -3.2770 1.2817 -0.02 -0.12 0.05
H -0.7373 -1.6711 -0.6726 -0.02 0.05 0.08
H -0.9005 -0.8186 0.8435 0.03 -0.07 -0.10

---

# 10
21
Properties=species:S:1:pos:R:3:forces:R:3 method="wB97M-V/def2-TZVPD" de_lowest_kcal_mol=57.5 spin_multiplicity=1 fmax_ev_per_a=3.2 homo_energy_ev=-8.533 total_charge=0 homo_lumo_gap_ev=9.1
C -2.0746 2.7799 1.8473 1.64 -0.65 -0.47
C -1.3359 1.5086 1.7904 -1.31 1.94 -2.25
C -2.3523 3.2755 0.5808 -0.85 -0.02 0.88
C -1.2118 1.0841 0.5040 -0.42 -0.47 -0.19
C 1.7116 -1.2777 -0.0856 0.99 -0.05 0.85
C 0.5693 -0.8007 0.6554 -0.46 1.19 0.20
C -0.5764 -0.1174 -0.0659 1.24 0.60 0.03
C 2.3232 -2.1336 -2.1689 0.83 -0.68 -0.68
N 1.5041 -1.3731 -1.3100 -0.61 -0.84 -0.99
O -0.6954 -2.6613 -0.8588 -0.14 -0.74 0.30
S -1.9122 2.1666 -0.6482 0.03 -0.03 0.59
S -0.8827 -1.9020 0.3850 -0.72 1.00 -0.71
H -2.1059 3.2825 2.8093 -0.57 0.28 -0.38
H -0.7781 1.0041 2.5089 0.31 -0.53 1.73
H -2.9229 4.1714 0.2611 0.63 -0.67 0.61
H 2.6142 -1.5947 0.5436 -0.94 -0.09 -1.10
H 0.7924 -0.4898 1.6514 -0.32 0.02 0.82
H -0.3476 0.1224 -1.1282 -0.25 -1.34 0.58
H 1.8844 -2.9363 -2.8033 -0.82 0.99 0.49
H 2.7352 -1.3954 -2.8304 0.79 -0.02 -0.66
H 3.0614 -2.7131 -1.6381 0.95 0.12 0.37

---

# 11
21
Properties=species:S:1:pos:R:3:forces:R:3 method="wB97M-V/def2-TZVPD" de_lowest_kcal_mol=51.9 spin_multiplicity=1 fmax_ev_per_a=4.8 homo_energy_ev=-9.296 total_charge=0 homo_lumo_gap_ev=9.5
C -1.1381 -2.1513 -1.3544 0.47 -0.05 0.59
C -0.5185 1.2297 3.3401 -0.20 -0.28 -0.66
C -1.2441 0.4870 2.2783 1.34 -0.38 1.48
C 0.2969 2.1914 2.8221 -0.22 0.27 0.81
C -0.9073 0.8863 1.0284 0.34 1.52 0.82
C 1.8810 -1.1269 -2.1495 -2.28 -2.81 0.07
C 0.5038 -0.4117 -1.9759 4.07 2.46 0.62
C -0.3060 -1.0194 -0.8852 -2.89 -0.02 -0.90
N -1.8462 -2.9871 -1.7110 0.24 0.26 0.05
O -1.6908 1.4191 -1.3790 -0.01 1.00 -1.17
S 0.2446 2.2398 1.0840 -0.53 -0.40 0.23
S -1.7919 0.3463 -0.4156 1.73 -1.72 0.85
H -0.5323 1.1589 4.4460 -0.52 -0.51 -0.99
H -1.7577 -0.4711 2.3981 -0.40 0.65 0.36
H 0.8216 2.8962 3.5435 -0.39 -0.82 -1.74
H 2.3951 -1.1435 -1.2063 0.24 -0.59 0.48
H 1.6955 -2.1784 -2.6156 0.48 1.48 1.23
H 2.5278 -0.6763 -2.8229 0.92 1.34 -1.40
H 0.2862 -0.0634 -2.9930 -1.68 -0.71 0.52
H 0.8421 0.5584 -1.4947 -0.46 -0.56 -0.53
H 0.2382 -1.1841 0.0626 -0.25 -0.12 -0.72

---

# 12
20
Properties=species:S:1:pos:R:3:forces:R:3 method="wB97M-V/def2-TZVPD" de_lowest_kcal_mol=69.3 smiles="C=C[S@@](=O)(=P)c1ccccc1" spin_multiplicity=1 fmax_ev_per_a=3.3 homo_energy_ev=-7.788 total_charge=0 homo_lumo_gap_ev=8.3
C -3.1662 -1.0196 -0.5511 -0.63 1.00 -0.75
C -2.5877 -0.1767 0.2701 1.15 0.20 1.62
S -1.0168 -0.8354 1.1516 0.82 2.07 0.40
O -1.0890 -0.3931 2.5684 -0.53 -0.45 -1.32
P -0.3510 -2.7728 1.0071 -0.59 -0.54 0.28
C 0.3117 0.1763 0.3513 -1.69 0.12 1.90
C 0.3588 0.3187 -0.9757 1.50 0.61 -2.86
C 1.5577 0.9525 -1.5020 -1.12 -0.92 -2.33
C 2.6262 1.2747 -0.7088 -0.39 0.92 -1.15
C 2.3564 1.3504 0.6139 1.38 -0.33 3.00
C 1.1890 0.8331 1.1799 1.72 -1.46 1.27
H -4.0957 -0.7984 -1.0692 0.04 0.17 0.20
H -2.6699 -1.8899 -0.8980 0.39 -1.06 0.24
H -2.9043 0.8396 0.6401 0.32 -1.36 -0.42
H 0.1229 -2.5936 -0.3010 0.05 0.33 -0.32
H -0.4515 -0.1700 -1.5372 0.66 0.67 -0.40
H 1.8017 1.2066 -2.5793 -1.21 -0.97 1.03
H 3.5682 1.5714 -1.1946 -0.51 -0.02 0.58
H 3.1922 1.6237 1.2938 -0.85 0.01 -0.33
H 1.2476 0.5025 2.2407 -0.54 0.99 -0.63

---

# 13
20
Properties=species:S:1:pos:R:3:forces:R:3 method="wB97M-V/def2-TZVPD" de_lowest_kcal_mol=28.7 spin_multiplicity=1 fmax_ev_per_a=0.7 homo_energy_ev="-12.114 / -12.113" total_charge=+1 homo_lumo_gap_ev="5.2 / 5.2"
Mo 0.2582 -0.3113 0.0051 -0.14 0.27 0.01
S -7.1237 -1.2177 -0.0040 0.23 0.04 -0.02
C -5.5320 -1.0092 -0.0056 -0.18 -0.03 0.05
S -4.7546 0.5721 -0.0007 -0.11 0.07 -0.01
C -3.1282 -0.0088 0.0069 0.28 0.26 -0.02
C -2.9622 -1.3903 0.0084 0.41 -0.19 0.00
S -1.4076 -2.0375 0.0124 -0.27 0.31 -0.01
S -4.3864 -2.3520 0.0048 -0.09 -0.08 -0.01
S -1.7803 0.9852 0.0065 0.16 -0.68 0.00
S 0.8913 1.1235 1.6434 -0.08 0.04 0.05
C 2.3113 1.4055 0.6908 -0.11 -0.05 -0.11
C 3.5231 1.6514 1.4075 0.06 -0.08 0.04
N 4.4687 1.8496 2.0278 0.02 0.04 0.01
C 2.3094 1.4005 -0.6958 -0.11 -0.05 0.11
S 0.8865 1.1140 -1.6432 -0.08 0.04 -0.05
C 3.5201 1.6380 -1.4174 0.06 -0.07 -0.04
N 4.4650 1.8289 -2.0409 0.02 0.04 -0.01
Se 1.4023 -2.5195 0.0082 -0.13 0.12 0.00
C 3.0173 -1.6436 -0.0038 0.04 -0.01 0.00
N 4.0218 -1.0788 -0.0103 0.01 0.00 0.00

---

# 14
17
Properties=species:S:1:pos:R:3:forces:R:3 method="wB97M-V/def2-TZVPD" spin_multiplicity=1 fmax_ev_per_a=0.8 homo_energy_ev=-1.654 total_charge=-2 homo_lumo_gap_ev=6.9
Pd -0.1553 0.1533 -0.2731 -0.36 0.16 0.74
S 2.0951 0.5696 0.1638 0.37 0.19 0.00
C 2.0120 1.7792 -1.0610 -0.67 0.02 0.02
S 0.3374 2.1369 -1.3974 0.53 -0.34 -0.48
C 3.0690 2.3716 -1.7370 0.23 0.07 0.14
C 4.4245 2.0511 -1.4363 -0.10 0.05 0.05
N 5.5306 1.8169 -1.2010 0.01 -0.02 -0.03
C 2.8602 3.3671 -2.7348 0.01 -0.13 0.03
N 2.7385 4.1735 -3.5521 0.00 0.02 0.02
S -0.9859 -0.9865 1.6554 0.35 -0.18 -0.33
C -2.5323 -1.5382 1.0897 0.01 0.01 0.11
C -3.3265 -2.2943 2.0134 0.00 0.00 0.00
N -3.9453 -2.9038 2.7721 0.00 0.01 0.00
C -3.0042 -1.2724 -0.1572 0.11 -0.03 -0.09
S -2.0498 -0.4525 -1.3589 -0.52 0.19 -0.20
C -4.3118 -1.7001 -0.5545 0.02 -0.03 0.01
N -5.3595 -2.0367 -0.8994 0.00 0.01 0.00